ORCA calculation (the ωB97M-V functional and the def2-TZVPD basis) on a 2-piece molecular cluster, C3H9N2 overall at a distorted geometry.

Each atom is followed by the atoms it is bonded to, with distances in Å.
Geometry (Å):
1 C 1.1071 -0.6115 -1.7352  C2 1.330, H3 1.114, H4 1.101
2 C 0.6984 -1.8281 -1.3881  C1 1.330, H5 1.124, H6 1.087
3 H 1.8011 -0.0771 -1.0472  C1 1.114
4 H 0.8234 -0.0668 -2.6494  C1 1.101
5 H 1.1872 -2.4149 -0.5630  C2 1.124
6 H -0.0754 -2.3722 -1.9232  C2 1.087
7 N -1.3750 1.8278 1.3346  C8 1.314, H10 1.007, H11 1.019
8 C -0.8473 0.7667 0.7668  N7 1.314, N9 1.309, H12 1.079
9 N 0.1248 0.0821 1.3141  C8 1.309, H13 1.039, H14 0.994
10 H -1.0240 2.1711 2.2137  N7 1.007
11 H -2.1622 2.3415 0.9412  N7 1.019
12 H -1.3339 0.4255 -0.1341  C8 1.079
13 H 0.5901 -0.5828 0.6652  N9 1.039
14 H 0.4856 0.3386 2.2045  N9 0.994

Properties
Energy relative to the best compared isomer or geometry (same formula, charge and spin), kcal per mole: 44.8
Spin multiplicity: 2
Kohn-Sham gap (alpha / beta), Ha: 0.373 / 0.210
LUMO level (alpha / beta), eV: -10.0 / -14.4
Charge: +2